Entry 1:
C41H48BCrF4N4O2S2 | ωB97M-V with the def2-TZVPD basis set

Values from the calculation:
- Kohn-Sham gap (spin up / spin down) (eV) = 6.37 / 6.72
- <S²> = 6.02
- LUMO level (spin up / spin down) (eV) = 2.110 / 2.108

Geometry as ORCA input:
```
! RIJCOSX wB97M-V def2-TZVPD def2/J DEFGRID3
* xyz -1 5
Cr 0.55382 0.07075 -0.13050
C -4.54096 -2.32419 0.58601
C -3.18966 -2.07121 1.26218
C -3.36710 -1.97670 2.78129
C -2.15528 -3.13958 0.90589
C -2.36343 -4.41866 1.41053
C -1.42779 -5.41931 1.22944
C -0.26473 -5.12406 0.54174
C -0.01665 -3.86778 -0.01136
C 1.33972 -3.70947 -0.68649
C 1.34495 -2.95784 -2.01484
C 2.33727 -3.10554 0.31406
C -0.99365 -2.86848 0.14200
N -0.89397 -1.55126 -0.43616
C -1.83043 -1.29465 -1.29292
C -2.31221 -0.03199 -1.77655
C -3.29012 -0.12772 -2.79010
C -3.92382 0.96454 -3.31442
C -3.57632 2.23283 -2.80961
C -2.65348 2.37299 -1.81083
C -1.97611 1.25240 -1.23738
N -1.05146 1.39293 -0.26648
C -1.02741 2.63421 0.44029
C -0.00128 3.57470 0.21888
C -0.02805 4.78958 0.90106
C -1.04219 5.10163 1.78718
C -2.05065 4.17695 2.00420
C -2.06355 2.94814 1.35374
C -3.21853 2.00175 1.65097
C -4.55059 2.53086 1.10580
C -3.36110 1.74894 3.15604
C 1.09501 3.35515 -0.81168
C 0.78164 4.10512 -2.10888
C 2.47777 3.72854 -0.27566
H -5.22292 -1.48960 0.77488
H -5.00730 -3.23750 0.97037
H -4.43196 -2.43234 -0.49661
H -2.83112 -1.10452 0.92151
H -3.72213 -2.92423 3.19845
H -4.10124 -1.20389 3.02831
H -2.42998 -1.72230 3.27636
H -3.26639 -4.62472 1.97594
H -1.59842 -6.41508 1.62260
H 0.48571 -5.89713 0.40822
H 1.67154 -4.72564 -0.90035
H 1.35287 -1.88246 -1.87310
H 0.47476 -3.18925 -2.63054
H 2.24310 -3.21154 -2.58402
H 1.97917 -2.13958 0.67135
H 3.31743 -2.94976 -0.14959
H 2.46055 -3.75428 1.18496
H -2.39866 -2.14989 -1.66965
H -3.52432 -1.11821 -3.17178
H -4.66384 0.85686 -4.09634
H -4.03699 3.12104 -3.23169
H -2.38233 3.36134 -1.46030
H 0.75652 5.51755 0.71730
H -1.05076 6.05711 2.30016
H -2.85203 4.41786 2.69728
H -3.00478 1.04951 1.16594
H -4.81485 3.47430 1.59773
H -5.35329 1.81189 1.30225
H -4.50555 2.70509 0.03034
H -3.63384 2.66949 3.68267
H -2.43993 1.37261 3.59688
H -4.15493 1.01821 3.34057
H 1.11414 2.30435 -1.07581
H 0.66229 5.17707 -1.91607
H -0.13530 3.72359 -2.56449
H 1.59012 3.96731 -2.83478
H 2.55039 4.79649 -0.04479
H 3.23916 3.50136 -1.02935
H 2.71757 3.16992 0.63329
O -0.17894 -0.46506 4.24659
C 1.09483 -0.36393 4.64917
C 1.35127 -0.48971 6.01524
C 2.64530 -0.42265 6.48941
C 3.71127 -0.22838 5.61232
C 3.45654 -0.10042 4.26134
C 2.15624 -0.15709 3.75794
C 1.92667 -0.01932 2.29846
O 0.70500 -0.09134 1.84114
N 2.97207 0.14990 1.54858
N 2.61267 0.20905 0.19393
C 3.63644 0.29532 -0.56266
S 5.25548 0.32488 0.12570
C 6.07080 0.29071 -1.49308
C 5.21204 1.07183 -2.46139
S 3.51068 0.47418 -2.29150
H -0.17367 -0.34248 3.26799
H 0.51055 -0.64544 6.68047
H 2.82790 -0.52172 7.55311
H 4.72678 -0.18285 5.98499
H 4.26267 0.04677 3.55296
H 6.16912 -0.74607 -1.81103
H 7.06282 0.73038 -1.37693
H 5.50338 0.91381 -3.49895
H 5.23681 2.13790 -2.23385
F 0.65499 0.25483 -2.26263
B 0.33047 0.16517 -3.72520
F -0.35112 1.33279 -4.04522
F -0.44985 -0.98126 -3.90661
F 1.55705 0.06431 -4.39646
*
```



Entry 2:
C41H48FeN4O5P | ωB97M-V with the def2-TZVPD basis set

Values from the calculation:
- Kohn-Sham gap (spin up / spin down) (eV) = 6.45 / 5.61
- <S²> = 0.76
- LUMO level (spin up / spin down) (eV) = -5.690 / -6.586
- ΔE to the lowest compared entry with this formula, charge and spin (kJ/mol) = 56.7

Geometry as ORCA input:
```
! RIJCOSX wB97M-V def2-TZVPD def2/J DEFGRID3
* xyz 2 2
Fe 0.95718 -0.07895 0.07288
C 4.21518 -5.92472 2.27334
C 3.38057 -4.88369 1.56624
C 2.23919 -5.19251 0.88809
C 1.46358 -4.20530 0.22951
C 0.20737 -4.58416 -0.26665
N -0.61574 -3.76199 -0.84258
C -2.04210 -4.02710 -0.98910
C -2.82924 -3.28646 0.09139
C -2.81367 -1.76941 -0.08451
N -3.57720 -1.43125 -1.29715
C -3.15685 -1.26623 -2.51369
C -1.88208 -1.00372 -3.08369
C -1.85855 -1.28057 -4.48487
C -0.74923 -1.12269 -5.25803
C -0.73984 -1.38503 -6.74446
C 0.39278 -0.64134 -4.59240
C 0.43135 -0.30259 -3.25989
C 1.65017 0.38318 -2.81011
N 1.89240 0.83048 -1.65013
C 3.06854 1.72560 -1.56643
C 4.11370 1.29104 -0.56726
C 3.52996 1.15268 0.82863
N 2.78288 -0.10775 0.86505
C 3.45869 -1.14174 1.15187
C 2.98705 -2.51553 1.01506
C 3.71199 -3.51577 1.61837
C 1.85591 -2.83148 0.20523
O 1.22418 -1.96260 -0.50000
C -0.72485 -0.44174 -2.43577
O -0.75535 0.03560 -1.24623
H 4.16307 -6.88486 1.76076
H 3.87116 -6.07624 3.29858
H 5.26219 -5.62484 2.32068
H 1.89646 -6.22407 0.85650
H -0.14569 -5.60132 -0.10352
H -0.22948 -2.80738 -0.93456
H -2.21046 -5.09979 -0.91346
H -2.34681 -3.72043 -1.98976
H -2.39624 -3.50504 1.07043
H -3.85597 -3.66220 0.09937
H -1.81210 -1.36172 -0.16790
H -3.28637 -1.27418 0.76182
H -4.57268 -1.60039 -1.22141
H -3.95804 -1.36495 -3.24368
H -2.76811 -1.65239 -4.94998
H -1.58503 -2.00309 -7.04440
H 0.17570 -1.89189 -7.05165
H -0.79780 -0.44887 -7.30266
H 1.29929 -0.49141 -5.17533
H 2.37151 0.57008 -3.61168
H 2.68748 2.70588 -1.26356
H 3.52368 1.84618 -2.55308
H 4.92262 2.02402 -0.57017
H 4.54409 0.33464 -0.87760
H 2.82897 1.95883 1.02324
H 4.31137 1.17676 1.58995
H 4.48705 -1.01895 1.50278
H 4.59729 -3.22412 2.17986
C 1.38536 5.83368 3.38535
O 0.69103 4.91801 4.22843
C 0.42818 3.69280 3.74685
C -0.20956 2.81643 4.64958
C -0.48360 1.54929 4.24441
C -0.18339 1.06954 2.93693
C -0.45537 -0.29153 2.57881
C -1.20490 -1.23078 3.48935
O -0.10639 -0.82885 1.50106
C 0.40427 1.98687 2.01402
O 0.65581 1.69509 0.77112
C 0.73564 3.28439 2.46686
H 1.53175 6.73407 3.97104
H 0.79344 6.07001 2.49787
H 2.35423 5.42922 3.08842
H -0.43709 3.16199 5.64934
H -0.92895 0.88485 4.97026
H -1.46417 -0.83584 4.46338
H -0.60123 -2.13016 3.61669
H -2.12874 -1.52546 2.98414
H 1.23465 3.94012 1.76884
C -1.77995 2.57644 -2.67090
P -0.91095 2.62995 -1.07853
C -0.00169 4.18736 -1.15160
C -2.19233 2.77449 0.15668
C -2.19983 3.81925 1.08196
C -3.18329 3.87528 2.06040
C -4.15811 2.89149 2.12679
C -4.16488 1.85351 1.19904
C -3.18463 1.79174 0.22378
H -2.52296 1.78147 -2.68238
H -1.07872 2.41623 -3.49209
H -2.28057 3.53801 -2.80545
H -0.71849 5.01210 -1.19413
H 0.60023 4.19167 -2.06094
H 0.65112 4.29822 -0.28997
H -1.45502 4.60078 1.03642
H -3.18580 4.69101 2.77188
H -4.91559 2.93348 2.89915
H -4.94344 1.10118 1.23836
H -3.18118 0.98007 -0.49346
*
```



Entry 3:
C41H49N4O3RbS3Sb2 | ωB97M-V with the def2-TZVPD basis set

Values from the calculation:
- Kohn-Sham gap (eV) = 6.07
- LUMO level (eV) = 3.664
- ΔE to the lowest compared entry with this formula, charge and spin (kJ/mol) = 0.0

Geometry as ORCA input:
```
! RIJCOSX wB97M-V def2-TZVPD def2/J DEFGRID3
* xyz -2 1
Rb 0.70162 -0.05230 -0.12337
C -2.01633 -0.27411 -2.25732
C -1.10336 -1.46657 -2.13206
N -1.16975 -2.11856 -1.02917
N -0.39083 -3.26623 -0.99260
C 0.00652 -3.64605 0.16857
S -0.13266 -2.98712 1.75003
S 0.98146 -5.15974 0.14063
C 1.41185 -5.33306 -1.61599
C 0.40834 -6.05240 -2.47169
C 0.16714 -7.41269 -2.29699
C -0.73929 -8.08416 -3.10301
C -1.41842 -7.40022 -4.10344
C -1.18166 -6.04504 -4.28543
C -0.27570 -5.37381 -3.47473
C -0.18910 -1.77542 -3.25988
C -0.74629 -1.93100 -4.52717
C -0.00152 -2.29110 -5.63998
C 1.37041 -2.47559 -5.47115
C 1.96310 -2.27685 -4.24400
C 1.23500 -1.88179 -3.08023
O 1.83669 -1.63230 -1.98142
H -2.60923 -0.16585 -1.34993
H -2.69217 -0.39093 -3.10854
H -1.45026 0.64534 -2.43282
H 2.35351 -5.89145 -1.60341
H 1.60032 -4.33324 -2.00204
H 0.68750 -7.94460 -1.50796
H -0.91828 -9.14214 -2.94984
H -2.12882 -7.92240 -4.73391
H -1.70257 -5.49641 -5.06072
H -0.10130 -4.31385 -3.60884
H -1.82050 -1.80905 -4.63340
H -0.47493 -2.43244 -6.60318
H 1.98462 -2.77171 -6.31614
H 3.03402 -2.40212 -4.12292
C -2.20423 -1.43606 4.46751
Sb -1.13038 0.00400 3.27809
C -2.47746 -0.00797 1.60912
C -2.15848 1.74799 4.15769
C -1.39538 2.35888 5.28140
C -1.52442 1.81616 6.56123
C -0.80252 2.29558 7.64148
C 0.07420 3.35406 7.45537
C 0.20757 3.90903 6.19340
C -0.50588 3.43485 5.09166
C -0.28534 4.06696 3.75711
Sb 1.06842 2.92939 2.44270
C 2.47117 2.49705 4.01998
C 2.10580 4.68618 1.76397
H -1.85029 -1.40108 5.49746
H -2.00623 -2.42145 4.04973
H -3.27592 -1.23342 4.44038
H -3.50917 0.00940 1.96461
H -2.29497 -0.90331 1.01549
H -2.29949 0.88320 1.00289
H -3.13158 1.38494 4.49445
H -2.32023 2.44061 3.33268
H -2.21059 0.98726 6.70000
H -0.92364 1.84505 8.61927
H 0.65073 3.74568 8.28502
H 0.88910 4.73953 6.04518
H 0.17583 5.04943 3.87469
H -1.21469 4.19490 3.20207
H 2.67599 3.37721 4.62998
H 3.38928 2.13513 3.55834
H 2.07111 1.70199 4.64823
H 2.51715 5.23595 2.61104
H 1.40985 5.31409 1.20886
H 2.90856 4.40199 1.08446
O 5.82326 5.48711 -3.33134
C 4.69067 6.19396 -3.03815
O 4.71942 7.39158 -3.19057
C 3.52697 5.42665 -2.56149
C 2.37855 6.13072 -2.17908
C 1.25789 5.47906 -1.72066
C 1.20106 4.06925 -1.61099
S -0.18780 3.25691 -1.00403
C 2.36316 3.37176 -2.01471
C 3.48427 4.02957 -2.46887
H 5.66936 4.55565 -3.13953
H 2.39733 7.21075 -2.24961
H 0.38322 6.04425 -1.42406
H 2.35859 2.28956 -1.97144
H 4.32607 3.40854 -2.76669
N 2.69969 -0.34627 2.05635
C 3.05019 -1.37215 1.63902
N 3.45764 -2.56907 1.28997
C 3.96867 -2.92016 -0.02844
C 5.48830 -3.14645 0.02855
C 5.94261 -3.43466 1.46061
C 4.92563 -4.33299 2.15857
C 3.58882 -3.59135 2.33270
H 3.65325 -2.17496 -0.75316
H 3.44503 -3.83120 -0.32862
H 6.02687 -2.28539 -0.37366
H 5.73673 -4.00146 -0.60708
H 6.02489 -2.49692 2.01797
H 6.93489 -3.89145 1.46075
H 5.29205 -4.65273 3.13608
H 4.77251 -5.24000 1.56530
H 3.55007 -3.08577 3.29733
H 2.73880 -4.27205 2.26256
*
```



Entry 4:
C41H50AsBN9OW | ωB97M-V with the def2-TZVPD basis set

Values from the calculation:
- Kohn-Sham gap (spin up / spin down) (eV) = 4.38 / 5.26
- <S²> = 0.97
- LUMO level (spin up / spin down) (eV) = -8.213 / -7.433
- ΔE to the lowest compared entry with this formula, charge and spin (kJ/mol) = 121.3

Geometry as ORCA input:
```
! RIJCOSX wB97M-V def2-TZVPD def2/J DEFGRID3
* xyz 2 2
W -1.00161 1.04797 1.46600
C -4.07501 -1.12871 0.95848
C -2.85263 -1.67123 1.61366
C -2.70141 -2.95950 2.10256
C -1.44260 -2.99820 2.66894
N -0.86557 -1.80500 2.52342
N -1.71573 -0.97123 1.85192
B 0.30734 -1.26386 3.38876
N 1.33621 -0.52251 2.49894
C 2.66584 -0.55644 2.56940
C 3.18242 0.56886 1.94714
C 2.09367 1.28840 1.48468
C 2.07501 2.62810 0.83276
N 0.96397 0.59834 1.82888
N -0.32833 -0.16334 4.27998
C -0.26768 0.07315 5.59580
C -0.91102 1.25974 5.87528
C -1.34875 1.73743 4.64564
C -2.07257 3.00986 4.37159
N -0.99323 0.86845 3.67793
N 0.98989 -2.42084 4.05233
C 1.16550 -2.88095 5.32333
C 1.84750 -4.06048 5.25034
C 2.06896 -4.27679 3.86791
C 2.75819 -5.43453 3.22819
N 1.54928 -3.29051 3.16097
H -4.89342 -1.82976 1.10710
H -3.94471 -0.99354 -0.11537
H -4.37137 -0.17640 1.39591
H -3.42636 -3.75367 2.06433
H -0.93378 -3.80867 3.16191
H 3.16211 -1.38858 3.04062
H 4.21622 0.85283 1.85665
H 2.99989 2.81063 0.29179
H 1.96307 3.39992 1.59910
H 1.24748 2.71834 0.13891
H 0.22238 -0.60313 6.27075
H -1.04941 1.71692 6.83946
H -2.34827 3.48760 5.30799
H -2.98241 2.84461 3.79112
H -1.42352 3.69541 3.82930
H 0.79640 -2.37374 6.19636
H 2.15884 -4.68669 6.06919
H 3.11652 -6.12310 3.98907
H 3.60347 -5.09866 2.62838
H 2.07314 -5.96711 2.56877
C 4.65256 4.21497 -3.36881
C 3.65336 3.19938 -2.89969
C 2.28436 3.42480 -2.99409
C 1.35015 2.49276 -2.56099
C -0.10386 2.79671 -2.78980
C 1.79809 1.27748 -2.02242
As 0.62640 -0.13798 -1.28297
N -0.85492 0.74771 -0.55005
C -2.14292 0.94342 -1.05210
C -2.58945 0.67312 -2.34361
C -3.85651 1.07256 -2.73907
C -4.70496 1.73503 -1.86277
C -4.30821 1.94468 -0.55039
C -3.05638 1.52499 -0.15022
C -0.00848 -1.24509 -2.80570
C -0.93050 -2.26120 -2.49857
C -1.30598 -2.65763 -1.09604
C -1.52299 -2.98917 -3.52400
C -1.19531 -2.77897 -4.85397
C -1.83507 -3.55978 -5.96156
C -0.19966 -1.84691 -5.12910
C 0.42460 -1.09993 -4.14071
C 1.55312 -0.19607 -4.56838
C 3.17276 1.01411 -1.94516
C 3.75530 -0.31031 -1.50984
C 4.07189 1.98086 -2.38129
H 4.16809 5.02861 -3.90489
H 5.38398 3.74648 -4.02787
H 5.20354 4.64166 -2.52914
H 1.92995 4.34075 -3.45347
H -0.21006 3.67349 -3.42544
H -0.64634 2.98969 -1.86145
H -0.58142 1.95587 -3.29273
H -1.93574 0.16009 -3.03341
H -4.17569 0.87116 -3.75298
H -5.67902 2.07088 -2.18908
H -4.98312 2.40970 0.15701
H -2.78281 1.66684 0.93176
H -0.92640 -1.97722 -0.34243
H -0.89701 -3.64489 -0.87126
H -2.38991 -2.73009 -1.00014
H -2.24302 -3.75855 -3.26542
H -2.67214 -4.15434 -5.60116
H -1.11026 -4.23427 -6.42048
H -2.18837 -2.88963 -6.74613
H 0.11705 -1.70810 -6.15691
H 1.86439 -0.45400 -5.57844
H 2.41454 -0.31019 -3.91437
H 1.25826 0.85429 -4.56722
H 3.00156 -1.01717 -1.16815
H 4.48134 -0.16523 -0.70967
H 4.29078 -0.76805 -2.34342
H 5.13374 1.76334 -2.32801
C -1.46354 4.10167 1.15889
O -0.79722 2.91656 1.57936
H -1.47251 4.16745 0.06880
H -0.94288 4.97570 1.54817
H -2.49110 4.11865 1.52479
*
```



Max |F| per entry: 0.54, 1.50, 0.46, 3.51 eV Å⁻¹